A structure of composition C11H14CuN2O5S, computed with the ωB97M-V functional and the def2-TZVPD basis.

Values from the calculation:
⟨S²⟩: 0.75
LUMO level (alpha / beta): -0.406 / -0.770 eV
Spin multiplicity: 2
DFT total energy: -2951.98859 Ha
Gap between HOMO and LUMO (alpha / beta): 0.29341 / 0.29768 Eh
Energy above the lowest of the compared OMol25 structures with the same formula, charge and spin: 51.4 kJ/mol
HOMO (alpha / beta): -8.4 / -8.9 eV

Geometry as XYZ:
```
34
Properties=species:S:1:pos:R:3:forces:R:3
Cu -0.3723 -0.1571 -0.2773 -0.17 0.31 -0.18
O 1.3293 -1.0631 1.1743 0.05 -0.11 0.08
C 2.5261 -0.3838 0.7822 -0.09 -0.01 -0.08
C 2.1770 1.0641 0.5242 -0.03 -0.06 -0.02
N 1.2154 1.2037 -0.5747 -0.22 -0.10 0.01
C 1.7619 0.8350 -1.8889 0.02 0.05 0.05
C 1.2952 -0.5506 -2.3841 -0.10 -0.11 0.31
O 1.7906 -0.9796 -3.4029 -0.04 -0.06 0.01
O 0.4206 -1.1623 -1.6333 0.28 -0.17 -0.59
C 0.4589 2.4604 -0.4691 0.14 -0.01 -0.03
C -0.5708 2.3630 0.6700 0.02 -0.24 0.10
O -0.9667 3.3735 1.2150 -0.05 -0.06 -0.03
O -0.9463 1.1484 0.9488 -0.11 0.48 0.35
H 1.4131 -1.9877 0.9182 -0.04 0.02 -0.04
H 3.2678 -0.4395 1.5806 0.03 -0.01 0.03
H 2.9468 -0.8432 -0.1157 0.00 -0.03 0.00
H 1.7255 1.4779 1.4261 -0.01 0.02 0.01
H 3.0941 1.6234 0.3069 0.01 0.05 0.00
H 1.4871 1.5720 -2.6418 -0.06 0.03 0.00
H 2.8529 0.8020 -1.8597 0.02 0.09 -0.03
H 1.0999 3.3276 -0.2974 0.05 0.03 -0.02
H -0.0942 2.6204 -1.3956 0.01 0.00 -0.03
S -2.7027 -0.7352 -0.8261 0.34 -0.21 0.22
C -3.2666 -0.5581 0.7819 -0.10 0.05 0.01
N -3.2907 -1.6476 1.5905 0.04 0.05 -0.05
C -3.6715 -1.6441 2.8907 -0.02 -0.07 -0.06
C -4.0872 -0.4870 3.4655 -0.01 0.07 0.02
C -4.1128 0.6752 2.6733 -0.03 0.05 0.03
C -3.7225 0.6407 1.3629 0.03 0.07 -0.03
H -2.9684 -2.5025 1.1556 0.00 -0.05 0.02
H -3.6310 -2.5906 3.4089 0.04 -0.01 -0.04
H -4.3842 -0.4718 4.5028 -0.01 -0.01 0.00
H -4.4325 1.6125 3.1117 0.02 -0.03 -0.04
H -3.7127 1.5306 0.7528 0.02 -0.02 0.02
```
Forces are in eV/Å.

A structure of composition C7H9N3O3 in a non-equilibrium geometry, computed with the ωB97M-V functional and the def2-TZVPD basis.

Values from the calculation:
LUMO level: -0.092 eV
DFT total energy: -661.76603 Ha
Gap between HOMO and LUMO: 0.27248 Eh
Energy above the lowest of the compared OMol25 structures with the same formula, charge and spin: 1087.1 kJ/mol
HOMO: -7.5 eV

Geometry as XYZ:
```
22
Properties=species:S:1:pos:R:3:forces:R:3
C -1.1452 -0.2759 0.1932 -1.09 -0.65 -2.80
C -2.5587 0.3673 0.2032 0.72 -0.91 -0.61
C -3.6425 -0.5427 0.0991 1.67 3.57 0.40
C -0.0954 0.7425 -0.3676 -2.46 -1.40 2.10
C -1.5846 -1.6762 -0.2121 0.80 0.34 0.38
C 1.8495 -0.5220 0.5431 -0.98 -0.63 -1.01
C 1.9964 1.7081 -0.4678 1.52 3.51 -0.51
N -0.6227 1.9192 -0.1235 -1.19 -0.73 0.31
N -0.8087 -2.7270 -0.5956 0.24 3.05 1.00
N 1.2730 0.4773 -0.4041 0.20 0.26 0.30
O -0.2549 3.0629 -0.0412 -0.72 -0.09 -0.10
O -2.8611 -1.7811 -0.0623 2.17 -1.86 -0.89
O -2.2689 1.6937 0.3305 0.20 0.48 -0.41
H -0.9421 -0.3151 1.2088 0.67 -0.59 2.33
H 1.4708 -1.5636 0.1466 1.24 1.97 1.53
H 2.9296 -0.4182 0.6375 0.29 -0.39 -1.55
H 1.7313 -0.2786 1.5996 -1.54 -0.36 0.29
H 2.1644 2.2991 0.5190 -0.48 -1.32 -1.10
H 3.0191 1.5667 -0.8805 -0.71 -0.15 0.08
H 1.4361 2.5149 -1.1085 1.39 -1.97 0.92
H 0.2137 -2.7042 -0.4634 -1.31 -0.13 -0.29
H -1.2992 -3.5471 -0.7540 -0.64 -2.01 -0.36
```
Forces are in eV/Å.

The molecule C19H16N4O2S in a non-equilibrium geometry, computed with the ωB97M-V functional and the def2-TZVPD basis.

Values from the calculation:
LUMO level: 0.110 eV
SMILES string: Cc1ccc(C2=NN(Cc3nnc(-c4ccccc4)o3)C(=O)SC2)cc1
DFT total energy: -1501.30755 Ha
Gap between HOMO and LUMO: 0.32533 Eh
Energy above the lowest of the compared OMol25 structures with the same formula, charge and spin: 0.0 kJ/mol
HOMO: -8.7 eV

Geometry as XYZ:
```
42
Properties=species:S:1:pos:R:3:forces:R:3
C -5.4787 -2.9144 -0.5470 -0.07 0.03 -0.02
C -4.5172 -1.7891 -0.3295 0.09 0.06 0.11
C -3.8027 -1.2452 -1.3929 0.00 0.00 0.08
C -2.9356 -0.1918 -1.1993 -0.03 0.09 0.12
C -2.7586 0.3637 0.0709 -0.44 -0.46 -0.19
C -1.8377 1.4862 0.2336 0.56 0.55 0.16
N -0.9253 1.6307 -0.6482 -0.48 -0.87 -0.08
N -0.0073 2.6275 -0.5711 0.13 0.64 -0.36
C 0.8205 2.7139 -1.7648 0.02 0.26 0.04
C 1.9121 1.7000 -1.7382 0.31 -0.19 -0.55
N 2.6687 1.3263 -2.7174 -1.18 1.10 -0.26
N 3.5225 0.4112 -2.2267 0.84 -1.00 0.93
C 3.2476 0.2629 -0.9651 0.02 0.26 -0.96
C 3.9014 -0.6110 -0.0192 0.07 -0.23 0.52
C 4.9662 -1.4053 -0.4437 -0.16 0.13 0.02
C 5.5985 -2.2387 0.4577 0.02 -0.03 0.01
C 5.1766 -2.2869 1.7781 0.00 -0.02 0.05
C 4.1189 -1.4976 2.2005 0.04 -0.06 0.07
C 3.4791 -0.6587 1.3081 0.03 0.04 -0.19
O 2.2173 1.0625 -0.5923 0.06 -0.10 0.13
C 0.5514 3.1273 0.5780 -0.47 0.04 0.67
O 1.5716 3.7649 0.5918 0.27 0.05 -0.04
S -0.3231 2.7584 2.0874 -0.17 0.00 -0.11
C -1.9762 2.4572 1.3664 0.64 0.19 0.06
C -3.4658 -0.1870 1.1386 0.19 0.21 -0.14
C -4.3276 -1.2473 0.9360 -0.08 -0.12 -0.10
H -5.5779 -3.5211 0.3499 -0.03 -0.08 0.02
H -5.1563 -3.5468 -1.3707 -0.02 -0.08 -0.03
H -6.4633 -2.5161 -0.7948 -0.08 -0.06 -0.02
H -3.9306 -1.6562 -2.3839 -0.01 -0.04 -0.11
H -2.3839 0.2257 -2.0263 0.04 0.02 -0.09
H 1.2587 3.7156 -1.8118 -0.11 -0.19 -0.02
H 0.1890 2.5477 -2.6388 0.11 0.04 0.14
H 5.2755 -1.3482 -1.4750 0.06 -0.02 -0.10
H 6.4246 -2.8535 0.1331 0.06 -0.04 -0.04
H 5.6744 -2.9397 2.4798 0.04 -0.05 0.05
H 3.7929 -1.5350 3.2293 -0.02 0.00 0.08
H 2.6576 -0.0367 1.6313 -0.07 0.04 0.03
H -2.6142 2.1118 2.1733 -0.03 0.01 -0.06
H -2.3540 3.4127 0.9919 -0.10 -0.11 0.01
H -3.3282 0.1844 2.1429 0.00 0.06 0.08
H -4.8611 -1.6642 1.7781 -0.05 -0.06 0.08
```
Forces are in eV/Å.

The molecule C23H29NO7 in a non-equilibrium geometry, computed with the ωB97M-V functional and the def2-TZVPD basis.

Values from the calculation:
LUMO level: 0.411 eV
SMILES string: CCCC[C@@H](NC(=O)COc1cc2c(c3oc(=O)cc(C)c13)CCC(C)(C)O2)C(=O)O
DFT total energy: -1475.34743 Ha
Gap between HOMO and LUMO: 0.31421 Eh
Energy above the lowest of the compared OMol25 structures with the same formula, charge and spin: 0.0 kJ/mol
HOMO: -8.1 eV

Geometry as XYZ:
```
60
Properties=species:S:1:pos:R:3:forces:R:3
C 1.4004 -2.4564 3.9208 0.12 0.19 -0.08
C 2.3772 -1.7745 2.9698 0.03 -0.22 0.06
C 3.0713 -2.7449 2.0117 -0.18 0.06 -0.01
C 2.1574 -3.5979 1.1275 0.17 0.15 -0.11
C 1.2093 -2.8162 0.1963 0.00 -0.36 -0.04
N 0.0472 -2.3053 0.8787 0.40 0.27 0.13
C -1.2018 -2.7120 0.5807 -0.06 0.28 0.33
O -1.4621 -3.6746 -0.1069 -0.23 -0.21 -0.19
C -2.2922 -1.8711 1.2566 -0.23 -0.32 -0.17
O -1.8711 -0.5806 1.6284 0.16 0.20 0.01
C -1.4912 0.2985 0.6516 0.03 0.41 -0.44
C -1.5919 0.0074 -0.6902 -0.16 -0.19 0.02
C -1.1744 0.9201 -1.6647 0.05 0.25 0.75
C -0.6408 2.1450 -1.2894 0.06 0.17 -0.23
C -0.5499 2.4405 0.0716 -0.42 -0.94 -0.05
O -0.0284 3.6524 0.3588 0.03 0.06 -0.21
C 0.1524 4.0912 1.6447 0.26 0.62 0.32
O 0.6317 5.1884 1.8039 -0.17 -0.41 -0.13
C -0.2573 3.1861 2.6872 -0.19 -0.45 0.06
C -0.7945 1.9654 2.4446 0.22 0.51 0.19
C -1.1901 1.0996 3.5953 -0.01 0.08 0.21
C -0.9637 1.5446 1.0756 0.06 0.07 -0.30
C -0.1330 3.1125 -2.3192 0.08 -0.04 -0.07
C 0.0909 2.3765 -3.6357 -0.22 -0.10 0.22
C -1.1085 1.4856 -3.9791 0.13 0.39 -0.71
C -0.8295 0.6733 -5.2438 -0.07 0.09 0.47
C -2.3933 2.3019 -4.1502 0.22 -0.28 0.19
O -1.3119 0.5164 -2.9417 0.03 -0.20 0.03
C 1.9288 -1.6602 -0.4774 -0.36 0.32 0.10
O 1.6875 -0.5001 -0.2724 0.08 0.09 0.04
O 2.8683 -2.0755 -1.3242 0.43 -0.46 -0.36
H 1.9014 -3.2522 4.4679 0.00 -0.12 0.10
H 0.5572 -2.8849 3.3853 -0.10 -0.08 0.01
H 1.0169 -1.7391 4.6432 -0.08 0.01 0.11
H 3.1546 -1.2831 3.5603 -0.04 0.10 -0.06
H 1.8721 -0.9895 2.4036 0.04 0.13 0.01
H 3.7498 -2.1722 1.3748 0.11 -0.05 -0.01
H 3.6841 -3.4326 2.6001 0.09 0.03 -0.03
H 1.5432 -4.2549 1.7435 -0.05 -0.06 -0.08
H 2.7914 -4.2252 0.4989 -0.03 -0.08 0.03
H 0.8438 -3.5027 -0.5779 0.08 0.16 0.11
H 0.1665 -1.4216 1.3537 -0.14 -0.08 -0.09
H -3.1752 -1.8491 0.6077 0.17 -0.01 0.02
H -2.5713 -2.3600 2.1956 0.03 0.02 -0.17
H -1.9767 -0.9343 -1.0443 -0.09 -0.14 -0.02
H -0.1090 3.5443 3.6936 0.00 0.02 0.06
H -2.2430 0.8367 3.5288 -0.02 -0.06 0.06
H -0.6204 0.1729 3.5902 -0.01 -0.08 0.05
H -1.0096 1.6200 4.5326 0.02 0.04 0.04
H 0.7993 3.5562 -1.9662 -0.06 0.05 -0.05
H -0.8444 3.9326 -2.4480 0.05 0.05 -0.01
H 0.2650 3.0822 -4.4478 0.01 -0.03 -0.06
H 0.9715 1.7368 -3.5417 0.03 -0.02 -0.06
H -0.7296 1.3346 -6.0993 0.00 0.08 -0.10
H -1.6468 -0.0201 -5.4219 -0.10 -0.07 -0.06
H 0.0867 0.1002 -5.1279 0.11 -0.05 0.00
H -3.1984 1.6512 -4.4827 -0.08 -0.04 -0.03
H -2.2455 3.0854 -4.8881 0.01 0.11 -0.08
H -2.6897 2.7527 -3.2067 -0.05 0.11 0.07
H 3.3191 -1.3206 -1.7362 -0.23 0.05 0.23
```
Forces are in eV/Å.